The following is a DFT calculation (the ωB97M-V functional and the def2-TZVPD basis) of a cluster of 2 separate species, C3H6N2O in total in a non-equilibrium geometry.

Calculated values
- E_HOMO: -8.4425 eV
- Spin multiplicity: 1
- Net charge: 0
- DFT total energy: -8231.3746 eV

Cartesian coordinates (Å):
C1 2.36 2.12 1.04
C2 -2.59 -1.30 -0.25
C3 0.62 -0.26 -0.27
N1 1.62 1.61 0.24
N2 0.62 1.18 -0.40
O1 -2.09 -1.50 0.85
H1 3.33 2.65 1.15
H2 -2.94 -0.28 -0.53
H3 -2.67 -2.13 -1.04
H4 -0.15 -0.74 -0.93
H5 1.54 -0.76 -0.62
H6 0.37 -0.60 0.75


The following is a DFT calculation (the ωB97M-V functional and the def2-TZVPD basis) of a structure of composition C4H5N3O2S in a non-equilibrium geometry.

Calculated values
- E_HOMO: -9.0037 eV
- Spin multiplicity: 1
- Net charge: 0
- DFT total energy: -23627.0859 eV

Cartesian coordinates (Å):
C1 -2.50 0.37 -0.78
C2 -1.39 -0.19 -1.30
C3 -1.21 0.05 0.85
C4 2.31 0.29 0.98
N1 -2.35 0.52 0.56
N2 1.70 -0.82 0.89
N3 -0.58 -0.42 -0.22
O1 0.69 -2.46 -0.70
O2 2.07 1.24 0.09
S1 1.02 -1.05 -0.56
H1 -3.43 0.39 -1.20
H2 -1.13 -0.73 -2.19
H3 -0.75 0.14 1.83
H4 2.93 0.65 1.76
H5 2.62 2.03 -0.02


The following is a DFT calculation (the ωB97M-V functional and the def2-TZVPD basis) of an isolated molecule of C5H9NO in a non-equilibrium geometry.

Calculated values
- E_HOMO: -10.3617 eV
- Spin multiplicity: 1
- Net charge: 0
- DFT total energy: -8866.4224 eV

Cartesian coordinates (Å):
C1 -2.35 0.32 -0.02
O1 -1.31 -0.46 0.50
C2 -0.11 0.19 0.95
C3 0.93 -0.54 0.11
C4 1.30 0.00 -1.28
C5 2.18 -0.70 0.89
N1 3.17 -0.62 1.49
H1 -2.68 -0.08 -0.99
H2 -2.02 1.35 -0.17
H3 -3.18 0.29 0.69
H4 0.04 -0.06 2.01
H5 -0.18 1.27 0.82
H6 0.04 -1.30 -0.08
H7 2.08 -0.64 -1.71
H8 0.43 -0.07 -1.93
H9 1.68 1.03 -1.28


The following is a DFT calculation (the ωB97M-V functional and the def2-TZVPD basis) of a structure of composition C24H38F18N5O14S6Y in a non-equilibrium geometry.

Calculated values
- E_HOMO: -8.6486 eV
- Spin multiplicity: 1
- Net charge: 0
- DFT total energy: -176582.1530 eV

Cartesian coordinates (Å):
Y1 0.29 1.61 2.14
C1 2.87 5.51 1.73
F1 3.75 5.19 0.88
F2 3.41 6.57 2.40
F3 1.73 5.90 1.20
S1 2.55 4.06 2.97
O1 3.34 2.97 2.45
O2 2.82 4.44 4.33
N1 0.82 3.65 2.84
S2 -0.02 4.80 3.53
O3 0.62 6.10 3.52
O4 -1.39 4.73 3.06
C2 -0.15 4.23 5.38
F4 -1.06 4.97 5.98
F5 -0.54 2.94 5.34
F6 1.00 4.28 5.99
C3 -3.68 0.41 1.11
F7 -4.96 0.57 1.38
F8 -3.14 -0.57 1.84
F9 -3.42 0.18 -0.15
S3 -2.84 2.03 1.70
O5 -3.81 3.11 1.81
O6 -2.17 1.66 2.92
N2 -1.37 2.19 0.74
S4 -1.93 2.83 -0.60
O7 -1.13 2.35 -1.75
O8 -3.35 2.83 -0.90
C4 -1.57 4.80 -0.40
F10 -0.29 4.80 -0.10
F11 -1.78 5.45 -1.54
F12 -2.30 5.24 0.63
C5 3.46 -0.93 4.06
F13 4.00 -1.57 5.05
F14 4.30 -0.08 3.48
F15 3.12 -1.86 3.19
S5 1.79 0.00 4.72
O9 1.45 -0.46 6.08
O10 2.15 1.41 4.59
N3 0.50 -0.15 3.47
S6 -0.25 -1.51 3.84
O11 -0.88 -2.04 2.63
O12 0.47 -2.55 4.57
C6 -1.72 -1.11 5.07
F16 -1.86 -2.19 5.85
F17 -1.33 -0.12 5.83
F18 -2.87 -0.74 4.47
C7 -2.74 -5.36 -1.29
C8 -2.98 -4.09 -2.11
C9 -2.30 -2.91 -1.42
C10 -2.16 -1.64 -2.20
C11 -1.34 -1.99 -3.53
C12 -1.98 -3.15 -4.43
N4 -2.28 -4.26 -3.46
O13 -2.86 -5.38 -4.10
C13 -3.23 -2.65 -5.18
C14 -0.90 -3.60 -5.36
C15 -4.49 -3.85 -2.08
H1 -1.66 -5.43 -1.16
H2 -3.23 -6.17 -1.81
H3 -3.24 -5.29 -0.32
H4 -2.93 -2.49 -0.64
H5 -1.37 -3.22 -0.96
H6 -1.66 -0.88 -1.62
H7 -3.08 -1.10 -2.41
H8 -0.28 -2.20 -3.36
H9 -1.26 -1.04 -4.06
H10 -3.03 -1.84 -5.88
H11 -3.53 -3.53 -5.76
H12 -4.08 -2.46 -4.53
H13 -0.41 -2.79 -5.89
H14 -0.06 -4.20 -5.01
H15 -1.42 -4.27 -6.05
H16 -4.82 -2.93 -2.57
H17 -4.73 -3.74 -1.02
H18 -5.22 -4.63 -2.33
H19 -3.71 -5.04 -4.40
C16 4.31 1.84 -0.59
C17 2.83 1.57 -1.09
C18 2.88 1.22 -2.57
C19 3.21 -0.17 -3.01
C20 2.18 -1.02 -2.29
C21 2.30 -1.02 -0.70
N5 2.16 0.46 -0.27
O14 2.39 0.57 1.12
C22 1.12 -1.92 -0.14
C23 3.69 -1.76 -0.27
C24 1.90 2.82 -0.95
H20 4.23 2.19 0.44
H21 4.79 2.54 -1.26
H22 4.94 0.95 -0.61
H23 1.94 1.46 -3.07
H24 3.57 1.81 -3.18
H25 4.26 -0.33 -2.77
H26 3.06 -0.32 -4.08
H27 2.28 -2.07 -2.58
H28 1.20 -0.64 -2.56
H29 0.19 -1.37 -0.30
H30 1.18 -2.95 -0.49
H31 1.35 -2.07 0.92
H32 3.94 -1.67 0.78
H33 3.64 -2.81 -0.55
H34 4.53 -1.25 -0.74
H35 2.46 3.76 -0.93
H36 1.34 2.80 -0.01
H37 1.13 2.97 -1.71
H38 3.35 0.64 1.09


Relative energy (zero: lowest compared OMol25 entry of this formula, charge and spin) for every record listed, in sequence, given in kcal/mol: 122.8 47.5 64.3 0.0.